Record 1
42
Properties=species:S:1:pos:R:3:forces:R:3 method="wB97M-V/def2-TZVPD" gap_ev=7.44 total_charge=-1 homo_energy_ev=-5.2 e_tot_ha=-4170.215393 fmax_ha_per_bohr=0.0346 e_above_lowest_kcal_mol=13.6
Ti -0.2216 -0.2203 -0.8720 -1.0409 -0.8377 -1.1751
O -3.9691 0.8153 2.0261 -0.0169 0.0935 0.0322
C -2.9368 -0.0411 2.1038 0.0546 -0.0992 -0.0477
O -3.0518 -1.2332 2.0328 0.0077 0.0125 0.0312
C -1.6603 0.7079 2.3722 0.0372 0.1436 -0.0868
O -0.5279 0.0312 1.8647 0.0774 -0.0511 0.0636
C 0.6162 0.8685 2.0363 -0.1282 -0.0779 -0.0393
C 0.6748 1.9125 0.9207 0.0322 0.0991 0.5157
O 1.0066 3.0508 1.1383 0.0557 -0.0247 -0.2328
O 0.3183 1.4158 -0.2391 0.5621 0.8612 0.3091
H -4.7594 0.3052 1.7965 0.0059 -0.0968 -0.0008
H -1.5763 0.7973 3.4621 0.0398 0.0702 0.0404
H -1.7390 1.7105 1.9460 -0.0694 -0.0054 -0.0297
H 1.4958 0.2328 1.9667 0.0292 -0.0141 0.0043
H 0.5970 1.3662 3.0060 0.0266 0.0248 0.0201
S 0.0491 -3.8978 -3.7961 -0.0685 0.1915 0.1492
Sb -1.3711 -2.3824 -2.9171 -0.0322 -0.2762 -0.2751
S -1.2413 -2.2825 -0.5032 0.0088 -0.2321 -0.0940
S -0.4831 -0.1125 -3.1534 0.1653 -0.0314 0.4156
S -3.5417 -2.3394 -3.6475 0.0303 0.0286 0.1058
N -4.0570 -0.7134 -0.7478 -0.1791 0.1878 0.0578
C -3.2588 0.2850 -1.1976 0.0956 -0.4676 -0.1182
N -3.5733 0.8421 -2.3840 -0.1384 0.3166 0.1642
O -2.2642 0.6658 -0.5375 0.0622 0.2509 0.1603
H -4.4891 -1.2606 -1.4833 -0.0470 -0.0643 -0.0926
H -3.6029 -1.2943 -0.0528 0.0242 0.0085 -0.0164
H -4.0636 0.2483 -3.0373 0.0070 -0.1337 -0.0855
H -2.8276 1.3844 -2.7893 0.0760 -0.0193 0.0000
Cl 2.8953 1.1518 -2.4714 -0.0814 0.0112 -0.0775
C 3.4596 0.6367 -0.9146 -0.0736 -0.1820 0.1244
C 4.5218 1.3230 -0.3494 0.0487 0.0178 0.0142
C 5.0362 0.9255 0.8744 0.0199 0.0524 -0.0232
C 4.4860 -0.1748 1.5123 -0.0185 -0.0602 0.0156
C 3.4241 -0.8504 0.9325 0.0068 0.0383 0.0272
C 2.8520 -0.4607 -0.2868 0.0392 -0.0279 -0.0124
C 1.6765 -1.2095 -0.8204 0.6340 0.4126 0.2277
H 4.9448 2.1667 -0.8783 -0.0301 -0.0016 -0.0055
H 5.8631 1.4666 1.3162 -0.0093 -0.0016 -0.0113
H 4.8896 -0.5129 2.4592 -0.0196 -0.0096 -0.0081
H 3.0064 -1.7189 1.4305 -0.0035 0.0045 0.0054
H 1.5656 -2.1268 -0.2513 -0.0650 -0.0889 -0.0017
H 1.8374 -1.4784 -1.8673 -0.1246 -0.0224 -0.0505



Record 2
63
Properties=species:S:1:pos:R:3:forces:R:3 method="wB97M-V/def2-TZVPD" gap_ev="5.63 / 5.72" total_charge=0 homo_energy_ev="-5.9 / -5.9" s_squared=9.36 e_tot_ha=-2277.527656 fmax_ha_per_bohr=0.0585 spin_multiplicity=6
C -2.1497 1.7977 0.2728 0.2857 0.5586 -0.5268
C -0.8172 2.1598 0.6139 -0.4435 0.6470 -0.6586
C 0.0215 1.8523 -0.4859 -0.0647 0.1392 -0.0355
H -0.5072 2.6908 1.5126 -0.1371 -0.3460 -0.2492
C -0.7927 1.2914 -1.5177 -0.3859 0.3950 0.0408
C -2.1331 1.2766 -1.0573 0.2004 0.4830 -0.0228
H -0.4615 1.0418 -2.5241 -0.1479 0.0305 0.3240
C -1.3459 -1.2813 2.8704 0.1630 0.1711 0.2080
C -1.0299 0.1078 2.9516 -0.1017 -0.4326 0.5443
C 0.3307 0.2783 2.5854 0.4196 -0.7923 0.1548
H -1.7060 0.8937 3.2870 0.2029 -0.2992 -0.1005
C 0.8373 -0.9999 2.2137 -0.6910 0.3479 0.5178
C -0.2017 -1.9735 2.4002 0.2094 0.5452 0.1310
H 1.0692 2.1348 -0.5936 -0.2573 -0.2094 0.1159
H -3.0002 0.9523 -1.6329 0.3282 0.0394 0.3178
H -3.0367 1.9591 0.8877 0.3911 -0.1963 -0.2104
H -0.0968 -3.0511 2.2467 -0.1915 0.4989 0.0233
H 0.9325 1.1895 2.6072 -0.4549 -0.3248 -0.1103
H -2.2821 -1.7559 3.1617 0.2923 0.3015 -0.1818
Dy -0.8559 -0.4074 0.4483 -2.8913 0.7046 0.4433
C 2.1085 -1.2713 1.4545 -0.2444 -0.3350 0.0946
C 2.5781 -2.6698 1.9002 0.3426 -0.0882 0.0782
C 3.1803 -0.2228 1.7628 0.1411 -0.0938 -0.0065
H 2.5786 -2.6910 3.0048 -0.0482 0.0570 -0.4330
H 3.5994 -2.8911 1.5672 -0.3123 -0.0044 -0.0819
H 1.9100 -3.4629 1.5364 0.3430 0.2648 0.1121
H 3.3195 -0.1649 2.8536 0.0064 -0.0057 -0.3625
H 2.9088 0.7768 1.3941 0.0469 -0.2352 0.0706
H 4.1356 -0.5218 1.3084 -0.1832 0.1640 0.0718
C 1.6564 -1.1634 -0.0458 0.6545 -0.4463 -0.6548
C 2.5688 -1.8622 -1.0471 -0.1688 -1.2241 -0.3104
H 1.5391 -0.0885 -0.3225 -0.0954 -0.6789 0.2115
H 0.6970 -1.7624 -0.2138 1.3161 0.2159 0.1113
O 2.7983 -3.0567 -0.8757 0.3788 1.3801 -0.4779
N 3.0315 -1.1395 -2.1445 -0.3501 -0.8106 -0.1658
C 2.1160 -0.2874 -2.9337 0.0650 -0.1472 0.1290
H 3.6052 -1.7262 -2.7471 -0.1204 0.0361 0.3497
C 2.4937 1.1703 -2.8757 0.1520 0.4661 0.0239
C 1.8091 2.1147 -3.6582 0.2736 0.0865 0.3929
H 1.0627 1.7691 -4.3795 0.1695 0.2037 0.2339
C 2.0717 3.4785 -3.4902 0.0684 -0.2608 0.0329
H 1.5135 4.2112 -4.0809 0.2435 -0.2513 0.2483
C 3.0386 3.8993 -2.5646 -0.0560 -0.2352 0.0081
H 3.2185 4.9663 -2.4158 -0.0196 -0.3570 -0.0694
C 3.7682 2.9513 -1.8375 -0.2158 -0.1029 -0.2655
H 4.5452 3.2580 -1.1362 -0.2212 0.0107 -0.2138
C 3.5038 1.5854 -2.0045 -0.1667 0.4127 -0.0690
H 4.0747 0.8280 -1.4641 -0.2155 0.3556 -0.0767
H 1.0788 -0.4207 -2.5756 0.4005 0.0639 -0.1071
H 2.1175 -0.6349 -3.9804 0.0346 0.0188 0.3841
C -4.7826 -0.3245 2.3016 -0.1713 -0.0743 0.0135
Si -4.0517 -0.9070 0.6555 2.1806 -0.1774 -0.1370
C -3.9708 -2.7941 0.6015 -0.7483 -0.2913 0.0956
C -5.2855 -0.3314 -0.6585 -0.0786 -0.0094 -0.1284
H -4.2543 -0.7530 3.1606 -0.1222 0.1031 -0.0891
H -5.8410 -0.6142 2.3630 0.1176 0.0921 0.1190
H -4.7229 0.7698 2.3749 -0.0583 -0.1774 0.0436
H -4.9685 -3.2254 0.7641 0.1487 -0.3017 -0.0327
H -3.6070 -3.1233 -0.3829 -0.0972 0.0528 0.2191
H -3.2901 -3.1848 1.3695 -0.1419 0.0628 -0.1487
H -6.2939 -0.7116 -0.4355 0.1552 0.0992 -0.0804
H -5.3382 0.7660 -0.6955 -0.0276 -0.1995 -0.0295
H -4.9953 -0.6945 -1.6546 -0.1014 0.1007 0.1711



Record 3
16
Properties=species:S:1:pos:R:3:forces:R:3 method="wB97M-V/def2-TZVPD" gap_ev=9.36 total_charge=0 smiles="[H]/N=C/NC.O.O" homo_energy_ev=-9.2 e_tot_ha=-342.160780 fmax_ha_per_bohr=0.0262 e_above_lowest_kcal_mol=20.8
H 3.6185 -2.5045 0.5694 0.1531 -0.0473 0.1338
N 2.6656 -2.7941 0.7566 -0.4280 0.2465 -0.5360
C 1.8731 -1.8996 0.2998 0.3848 -0.3293 0.3526
N 0.5156 -2.0719 0.2700 0.4019 0.1316 -0.1520
C -0.3896 -0.9742 0.4750 -1.2301 -0.1777 -0.5197
H 2.2404 -0.9497 -0.1088 -0.2926 0.0348 0.0830
H 0.2072 -3.0133 0.4222 -0.0843 -0.1015 0.3832
H -1.4212 -1.3378 0.5544 0.2766 -0.3377 0.1901
H -0.4763 -0.3571 -0.4219 0.4961 0.4317 0.1388
H -0.2244 -0.3953 1.3824 0.3230 0.1526 -0.0746
O -3.8224 2.1277 -1.7318 -0.0287 0.0731 0.0927
H -3.2588 1.4314 -2.0802 -0.0136 -0.0416 0.0516
H -3.9861 1.9024 -0.8092 0.0410 -0.0386 -0.1403
O 0.8110 3.9829 0.0574 0.3208 0.1509 -0.0551
H 0.0502 3.4263 0.2310 0.0052 -0.1827 0.0321
H 1.5971 3.4269 0.1338 -0.3252 0.0352 0.0199



Record 4
10
Properties=species:S:1:pos:R:3:forces:R:3 method="wB97M-V/def2-TZVPD" gap_ev=10.66 total_charge=0 smiles="O=CCOON=O" homo_energy_ev=-10.7 e_tot_ha=-433.501164 fmax_ha_per_bohr=0.0624 e_above_lowest_kcal_mol=164.7
O 2.1289 0.9899 -1.7149 0.4682 -0.6820 -0.5501
C 1.1538 1.1643 -1.0506 0.4207 0.8480 0.2767
C 0.2725 0.0648 -0.5686 -0.8436 -2.3682 -0.5029
O 0.0925 0.1258 0.8118 -0.3526 0.2928 2.2940
O -0.5152 -1.1227 1.2779 2.0562 -0.6205 -1.4012
N -1.7108 -0.8262 1.7538 -2.8686 1.2067 0.7828
O -2.3550 -1.7670 2.0910 1.5112 0.3605 -0.4571
H 0.9203 2.1928 -0.7969 -0.6320 0.4523 0.4302
H -0.7193 0.0891 -1.0364 0.1461 0.2188 -0.3757
H 0.7325 -0.9106 -0.7672 0.0944 0.2915 -0.4968



Record 5
101
Properties=species:S:1:pos:R:3:forces:R:3 method="wB97M-V/def2-TZVPD" gap_ev=7.45 total_charge=-1 homo_energy_ev=-5.6 e_tot_ha=-1665.710353 fmax_ha_per_bohr=0.0554
Pb -1.7123 0.4713 -0.8148 -0.2084 0.1423 1.1548
Zr 2.6321 1.0882 2.9192 -1.4419 -0.7389 -2.3411
B 3.8054 2.9664 2.1829 1.6824 1.7186 -0.4835
H 3.0561 2.5112 1.4238 -1.1700 -0.4266 -0.9073
H 3.3067 3.0116 3.2259 -0.8347 0.3959 1.7013
H 4.6981 2.2323 2.2666 1.0338 -0.8204 0.1868
H 4.1828 4.0397 1.8432 -0.0699 0.2360 0.0272
B -2.4670 2.7991 0.2743 -0.1530 0.4456 0.4101
H -2.7526 3.9687 0.3058 -0.1412 0.2351 0.0148
H -1.3949 2.7583 -0.2958 0.3315 -0.1138 -0.3043
H -2.3570 2.3355 1.3760 0.0616 -0.1319 0.2363
H -3.3612 2.2127 -0.3071 -0.2124 -0.2359 -0.3641
B 1.8868 -0.7786 4.0468 -0.6428 -1.9310 1.6806
H 3.0082 -0.7918 3.7916 1.9800 0.0085 0.0345
H 1.5681 -1.7952 4.5681 0.0417 -0.2786 -0.1186
H 1.6317 0.0469 4.8173 -0.1234 1.7447 0.8020
H 1.3262 -0.5944 3.0454 -0.7767 0.3896 -1.2936
B 4.0239 -0.2750 1.5213 1.1618 -0.5820 -0.7610
H 3.9252 0.7303 0.9676 -0.3355 0.8513 -1.2445
H 4.5148 0.1535 2.4904 1.1010 0.0663 1.8469
H 3.0114 -0.7086 1.8405 -1.5435 -0.6902 0.3151
H 4.6619 -1.1168 0.9801 0.1418 -0.0929 -0.1033
B 0.6450 2.4235 3.1577 -1.3108 0.8145 0.5425
H 1.0287 2.5756 2.0801 0.4686 0.4377 -1.3492
H -0.4965 2.6594 3.3643 -0.2141 0.1438 -0.3082
H 0.7176 1.2934 3.3735 -0.2098 -1.6510 0.5904
H 1.2866 3.0395 3.9001 1.2150 0.4524 1.1998
B 0.6885 0.3692 0.6783 -1.0874 -0.7711 -0.5305
H 0.8055 -0.7666 0.3147 0.4547 -0.2154 0.0188
H -0.2707 0.4307 1.3870 -0.2020 0.2200 0.1476
H 1.6779 0.7475 1.2634 0.8723 0.3808 0.3415
H 0.6068 1.1039 -0.2766 0.3222 0.4455 -0.0960
B -2.8178 -1.3923 0.7334 -0.2565 -0.5438 -0.2671
H -1.7453 -1.7069 0.2715 0.4048 -0.0834 0.0481
H -2.8156 -0.2622 1.1694 -0.0066 0.3620 0.2097
H -3.6066 -1.4663 -0.2011 -0.2745 0.1566 -0.3806
H -3.1246 -2.1907 1.5726 -0.1090 -0.0255 0.2754
C 4.3750 4.0440 -2.2862 -0.7311 0.4267 0.0583
O 3.3384 3.0952 -2.4381 0.5386 -0.1259 0.0951
C 3.5772 1.8901 -1.7178 -0.0120 0.2803 0.2610
C 3.9991 0.7715 -2.6208 -0.5543 -1.1315 0.1881
O 2.9068 0.3734 -3.4348 -0.0086 0.3322 -0.4268
C 3.2997 -0.3936 -4.5581 0.2810 0.3246 1.0697
H 5.3688 3.6022 -2.3850 0.0473 0.0438 -0.1479
H 4.2918 4.5603 -1.3220 0.1649 -0.2278 0.1288
H 4.1797 4.8070 -3.0411 0.3598 -0.0720 -0.1538
H 2.6568 1.6921 -1.1661 0.0116 -0.4808 -0.1383
H 4.3684 1.9718 -0.9621 -0.0505 0.4324 -0.0140
H 4.2456 -0.1113 -2.0096 0.2495 0.2196 0.1709
H 4.8960 1.0090 -3.2083 -0.1668 0.2886 -0.1348
H 3.9423 -1.2218 -4.2302 -0.1117 -0.1501 -0.1474
H 3.8929 0.2401 -5.2251 -0.2128 -0.1451 -0.3805
H 2.3776 -0.7772 -4.9824 0.1302 0.0018 -0.4029
C -1.4586 -4.7771 5.4079 0.8621 -0.3867 -0.1891
O -2.0230 -3.5603 5.0275 -0.6865 -0.3600 0.1431
C -2.0178 -2.6096 6.0501 0.2292 0.8510 0.0659
C -2.6972 -1.3381 5.5803 -0.3249 -0.6646 -0.2989
O -1.9979 -0.8424 4.4789 0.0258 0.5522 0.2519
C -2.3071 0.5312 4.2468 0.4611 -0.6594 0.0267
H -1.6901 -5.5448 4.6687 -0.1706 0.2100 -0.1423
H -1.7823 -5.1676 6.3821 -0.1919 0.3175 0.0659
H -0.3615 -4.6864 5.4243 -0.0436 -0.0532 0.1787
H -0.9900 -2.3072 6.3089 0.0540 -0.2715 0.0028
H -2.5058 -2.9638 6.9709 -0.0606 -0.1863 -0.1120
H -2.7372 -0.6576 6.4453 0.1750 0.2141 -0.1529
H -3.7329 -1.5283 5.2586 -0.0525 -0.1318 0.2426
H -1.8662 1.1017 5.0720 -0.1939 0.3303 -0.1161
H -3.3872 0.6938 4.1769 -0.0084 0.0202 0.0195
H -1.8333 0.7976 3.3076 -0.0771 0.1319 -0.0035
C -1.1810 -5.5310 -3.8747 -0.2063 -0.1308 -0.3438
O -0.9628 -4.2997 -3.2422 0.0107 0.0819 -0.4255
C -2.1432 -3.5210 -3.1231 0.1614 0.3132 0.4924
C -1.8247 -2.0443 -3.2817 -0.1896 -0.5320 0.1526
O -0.9106 -1.5833 -2.3202 0.2243 -0.0351 -0.4369
C 0.4702 -1.8293 -2.5621 0.1428 0.3674 0.2335
H -2.0220 -6.0685 -3.4206 0.1959 -0.1586 0.1334
H -0.2618 -6.1125 -3.8301 -0.0532 -0.0471 0.2577
H -1.4243 -5.4233 -4.9441 -0.0205 0.2143 0.0743
H -2.5464 -3.6539 -2.1126 -0.1610 -0.1205 -0.0938
H -2.8941 -3.7971 -3.8722 0.0139 -0.0952 -0.0048
H -2.7527 -1.5006 -3.0840 -0.0129 0.0704 -0.1794
H -1.4899 -1.8459 -4.3095 0.1529 0.1320 0.0760
H 0.6637 -1.8424 -3.6370 0.0627 -0.2065 0.0003
H 0.8067 -2.7385 -2.0662 -0.1259 -0.1896 -0.2476
H 1.0247 -1.0016 -2.1202 -0.0475 0.0632 -0.0498
C -4.9793 0.6597 -2.3947 -0.3463 -0.3941 1.0782
O -3.6234 0.9594 -2.6140 0.0278 0.0384 -0.7894
C -3.3790 1.8729 -3.6710 0.0572 0.6080 0.3739
C -1.9259 1.7725 -4.0731 0.4461 -0.7056 -0.0067
O -1.1335 2.0228 -2.9259 -0.0995 0.2273 -0.2342
C 0.1058 2.6523 -3.2032 -0.2112 0.6890 -0.5162
H -5.6067 1.5100 -2.1055 0.2868 0.3456 -0.4406
H -4.9906 0.0374 -1.4950 0.0063 -0.2444 -0.2451
H -5.4201 0.1109 -3.2322 0.0296 0.0967 -0.0814
H -3.5248 2.8987 -3.3068 -0.2229 -0.0668 0.0641
H -4.0843 1.6933 -4.4883 0.2221 -0.1070 -0.1907
H -1.6522 2.4601 -4.8788 -0.3154 0.2050 0.0497
H -1.6801 0.7615 -4.4313 -0.1633 -0.0028 -0.0665
H 0.6463 2.8032 -2.2745 0.0940 -0.3796 0.0041
H -0.0771 3.6552 -3.6186 -0.0765 -0.0528 0.0595
H 0.6711 2.1064 -3.9634 0.2365 -0.2290 0.3635



Record 6
9
Properties=species:S:1:pos:R:3:forces:R:3 method="wB97M-V/def2-TZVPD" gap_ev=7.80 total_charge=-1 homo_energy_ev=-4.6 e_tot_ha=-3598.338779 fmax_ha_per_bohr=0.0743 e_above_lowest_kcal_mol=21.4
C -0.3702 -0.4462 1.0310 -0.8755 3.0018 -2.1995
C 0.0902 0.2019 -0.5917 -0.0860 -1.5006 0.9303
O 0.3138 -1.3716 1.3034 1.0710 -2.5797 1.3469
O -1.2650 0.2242 1.5052 -0.6369 0.2186 0.6380
S 1.7641 -0.3012 -0.8106 1.4531 1.9027 -1.6274
S -0.2330 1.8902 -0.9083 -1.3287 0.7953 2.1748
Br -0.9578 -0.9489 -1.8540 -0.6629 -0.1840 -0.2711
H 1.7153 -1.3000 0.0018 -0.2595 -1.1780 1.0197
H -1.0574 2.0517 0.3232 1.3254 -0.4761 -2.0116



Let's list molecular weight in order: 616.61, 555.14, 94.11, 105.05, 762.82, 202.07 g mol⁻¹.